The following is a DFT calculation (ωB97M-V/def2-TZVPD) of a 2-piece molecular cluster, C5H11O2 overall in a non-equilibrium geometry.

Calculated values
HOMO level (eV): -3.672
Energy (a.u.): -347.615007
LUMO energy (eV): 4.15
Maximum force (eV Å⁻¹): 4.03

ORCA input file:
```
! RIJCOSX wB97M-V def2-TZVPD def2/J DEFGRID3
* xyz -1 1
C 2.88 -0.45 1.55
C 1.64 -1.05 0.87
O 0.72 -1.30 1.71
O 1.46 -1.16 -0.36
H 3.07 0.61 1.40
H 3.73 -1.05 1.26
H 2.73 -0.57 2.65
C -1.59 0.83 -1.37
C -1.03 1.43 -0.11
C -1.87 -0.76 -1.06
H -2.64 1.09 -1.71
H -0.97 0.87 -2.29
H -0.64 2.42 -0.36
H -1.57 -1.01 -0.06
H -2.81 -1.11 -1.51
H -0.22 0.91 0.36
H -1.80 1.63 0.63
H -1.09 -1.33 -1.60
*
```

The following is a DFT calculation (ωB97M-V/def2-TZVPD) of a 2-piece molecular cluster, C5H11O2 overall in a non-equilibrium geometry.

Calculated values
HOMO level (eV): -3.755
Energy (a.u.): -347.632966
LUMO energy (eV): 3.45
Maximum force (eV Å⁻¹): 1.14

ORCA input file:
```
! RIJCOSX wB97M-V def2-TZVPD def2/J DEFGRID3
* xyz -1 1
C -0.93 -2.18 -0.99
C -1.08 -0.92 -1.90
O -2.24 -0.50 -2.08
O 0.00 -0.41 -2.29
H -1.35 -1.90 -0.04
H 0.13 -2.33 -0.82
H -1.46 -3.03 -1.43
C 1.06 0.85 1.80
C 0.46 2.26 1.92
C 2.30 0.74 2.68
H 1.20 0.53 0.79
H 0.28 0.13 2.09
H 0.53 2.61 2.95
H 0.90 2.95 1.20
H 2.41 -0.26 3.11
H 2.29 1.48 3.48
H -0.61 2.34 1.72
H 3.23 0.92 2.13
*
```

The following is a DFT calculation (ωB97M-V/def2-TZVPD) of a 2-piece molecular cluster, C5H11O2 overall in a non-equilibrium geometry.

Calculated values
HOMO level (eV): -3.772
Energy (a.u.): -347.619087
LUMO energy (eV): 3.81
Maximum force (eV Å⁻¹): 2.78

ORCA input file:
```
! RIJCOSX wB97M-V def2-TZVPD def2/J DEFGRID3
* xyz -1 1
C -0.16 -0.06 1.18
C 0.49 0.28 2.55
C -1.51 -0.86 1.13
H -0.40 0.89 0.68
H 0.52 -0.60 0.53
H 0.86 1.32 2.41
H 1.29 -0.44 2.75
H -1.24 -1.64 0.41
H -1.61 -1.36 2.12
H -0.23 0.28 3.38
H -2.30 -0.21 0.82
C 1.05 0.85 -2.57
C 0.05 -0.31 -2.64
O -0.11 -0.85 -3.76
O -0.46 -0.69 -1.56
H 2.00 0.46 -2.85
H 0.99 1.14 -1.51
H 0.77 1.79 -3.06
*
```

The following is a DFT calculation (ωB97M-V/def2-TZVPD) of a 2-piece molecular cluster, C5H11O2S overall in a non-equilibrium geometry.

Calculated values
HOMO level (eV): -3.869
Energy (a.u.): -745.823168
LUMO energy (eV): 3.00
Maximum force (eV Å⁻¹): 1.47

ORCA input file:
```
! RIJCOSX wB97M-V def2-TZVPD def2/J DEFGRID3
* xyz -1 1
C -0.82 0.21 2.27
S -2.28 0.57 1.31
C -2.43 -0.79 0.18
H -0.91 0.71 3.24
H 0.09 0.53 1.79
H -0.75 -0.86 2.46
H -1.58 -0.88 -0.49
H -3.20 -0.47 -0.51
H -2.64 -1.77 0.62
C 0.89 0.20 -0.87
C 2.09 0.88 -0.23
C 1.21 -0.31 -2.34
O 0.20 -0.37 -3.08
O 2.38 -0.69 -2.53
H 0.66 -0.79 -0.49
H -0.06 0.72 -0.96
H 2.28 1.81 -0.75
H 2.93 0.23 -0.45
H 1.95 1.08 0.84
*
```

The following is a DFT calculation (ωB97M-V/def2-TZVPD) of a 2-piece molecular cluster, C5H11O3 overall in a non-equilibrium geometry.

Calculated values
HOMO level (spin up / spin down) (eV): -9.973 / -10.223
Energy (a.u.): -422.728161
LUMO energy (spin up / spin down) (eV): 0.65 / -2.40
Maximum force (eV Å⁻¹): 4.24
Expectation value of S²: 0.77

ORCA input file:
```
! RIJCOSX wB97M-V def2-TZVPD def2/J DEFGRID3
* xyz 0 2
O 1.44 0.23 1.58
C 2.00 0.34 0.47
C 1.57 -0.08 -0.76
C 0.48 -1.13 -0.76
C -0.97 -1.09 -1.30
C -1.84 0.08 -0.93
O -1.45 1.17 -1.74
H 2.98 0.88 0.64
H 2.01 0.21 -1.71
H -0.57 1.47 -1.50
H 0.33 -1.34 0.31
H 0.93 -2.05 -1.09
H -1.01 -1.12 -2.40
H -1.52 -1.97 -0.95
H -2.85 -0.12 -1.35
H -1.93 0.42 0.12
H 0.15 0.24 2.29
H -0.25 0.57 3.69
O -0.68 0.42 2.85
*
```

The following is a DFT calculation (ωB97M-V/def2-TZVPD) of one molecule with the formula C5H11O3PS in a non-equilibrium geometry.

Calculated values
HOMO level (eV): -8.911
Energy (a.u.): -1162.308645
LUMO energy (eV): -0.26
Maximum force (eV Å⁻¹): 4.25

ORCA input file:
```
! RIJCOSX wB97M-V def2-TZVPD def2/J DEFGRID3
* xyz 0 1
C 0.80 0.45 -1.10
C -0.62 0.88 -1.50
C 1.14 1.04 0.23
C -2.19 -1.99 0.66
C 2.49 0.57 0.77
O 0.27 0.67 1.22
O 2.49 -0.82 0.82
O -1.47 -1.19 -0.26
P -1.68 0.34 -0.17
S -3.36 1.00 0.43
H 0.96 -0.64 -1.02
H 1.45 0.86 -1.87
H -0.63 1.96 -1.59
H -1.04 0.38 -2.48
H 0.91 2.06 -0.01
H -2.55 -2.82 0.22
H -3.13 -1.47 1.13
H -1.62 -2.33 1.51
H 2.81 1.18 1.62
H 3.17 0.97 0.01
H 1.79 -1.11 1.40
*
```

The following is a DFT calculation (ωB97M-V/def2-TZVPD) of C5H11O3Pd as an isolated structure in a non-equilibrium geometry.

Calculated values
HOMO level (spin up / spin down) (eV): -4.611 / -8.274
Energy (a.u.): -550.375118
LUMO energy (spin up / spin down) (eV): 0.47 / -2.14
Maximum force (eV Å⁻¹): 8.89
Expectation value of S²: 3.76

ORCA input file:
```
! RIJCOSX wB97M-V def2-TZVPD def2/J DEFGRID3
* xyz 0 4
C 1.59 0.57 0.91
O 0.54 1.24 0.19
C -0.01 0.60 -0.95
C -0.80 -0.64 -0.57
O -1.69 -0.26 0.46
C -2.93 -0.94 0.52
H 2.03 1.28 1.63
H 1.39 -0.48 1.22
H 0.74 0.35 -1.70
H -0.69 1.36 -1.38
H -0.15 -1.43 -0.17
H -1.31 -1.03 -1.46
H -3.48 -0.76 -0.41
H -2.73 -2.01 0.68
H -3.50 -0.56 1.37
Pd -0.84 1.01 1.51
O 3.07 1.51 -1.06
C 2.76 0.48 -0.30
H 3.60 0.13 0.36
H 2.42 -0.43 -0.85
*
```

The following is a DFT calculation (ωB97M-V/def2-TZVPD) of C5H11O3Pr as an isolated structure in a non-equilibrium geometry.

Calculated values
HOMO level (spin up / spin down) (eV): -11.453 / -11.455
Energy (a.u.): -939.461388
LUMO energy (spin up / spin down) (eV): -5.48 / -5.52
Maximum force (eV Å⁻¹): 3.74
Expectation value of S²: 3.75

ORCA input file:
```
! RIJCOSX wB97M-V def2-TZVPD def2/J DEFGRID3
* xyz 1 4
O 0.05 -1.02 0.76
C 0.71 0.13 1.15
C 0.71 1.19 0.06
O 1.99 1.22 -0.55
C 2.20 2.17 -1.49
C 3.24 2.13 -2.32
Pr 0.45 -2.68 -0.90
H 1.74 -0.09 1.50
H 0.23 0.57 2.05
H 0.42 2.15 0.49
H -0.06 1.09 -0.73
H 1.34 2.82 -1.69
H 3.81 1.21 -2.47
H 3.31 2.87 -3.12
O -2.77 -2.36 2.12
H -1.86 -2.16 1.77
C -3.68 -2.32 1.06
H -4.70 -2.36 1.47
H -3.57 -1.40 0.45
H -3.57 -3.18 0.38
*
```